The following is a quantum chemistry calculation of a gas-phase ion, C4H11N2O (charge +1) in a non-equilibrium geometry, from OMol25.

Calculated values
SMILES string: C[C@H]([NH3+])CC(N)=O
F_max: 5.453 eV Å⁻¹
highest occupied orbital energy: -14.51 eV
lowest unoccupied orbital energy: -3.367 eV
total charge: +1
energy relative to the best compared isomer or geometry (same formula, charge and spin): 49.57 kcal per mole

Last column: natural (NBO) charge in e.
Geometry (Å):
C -1.45 -1.58 -0.33  -0.656
C -0.35 -0.59 -0.68  -0.066
N 1.06 -1.19 -0.58  -0.702
C -0.51 0.54 0.23  -0.504
C 0.79 1.21 0.63  0.661
N 0.93 2.50 0.54  -0.784
O 1.51 0.46 1.27  -0.634
H -2.24 -1.47 -1.07  0.258
H -1.24 -2.63 -0.01  0.252
H -1.93 -1.17 0.64  0.232
H -0.38 -0.16 -1.66  0.225
H 0.99 -2.16 -0.69  0.437
H 1.66 -0.67 -1.30  0.446
H 1.37 -0.87 0.36  0.467
H -0.81 0.14 1.18  0.247
H -1.33 1.46 0.00  0.258
H 0.16 3.27 0.60  0.441
H 1.78 2.92 0.88  0.420